The following is a quantum chemistry calculation of a structure of composition C10H30LiO5S4 at a distorted geometry, from the Open Molecules 2025 dataset.

The geometry in XYZ format:
```
50
Properties=species:S:1:pos:R:3:lowdin_charge:R:1
Li 0.346 0.217 0.140 0.55
C 1.134 -1.773 2.967 -0.10
C 1.687 -0.397 3.099 -0.29
O 2.857 -0.348 4.028 -0.08
H 1.189 -2.358 4.091 0.15
H 1.795 -2.437 2.303 0.07
H 0.201 -1.786 2.400 0.03
H 0.931 0.256 3.473 0.11
H 2.106 -0.203 2.261 0.01
H 2.557 -0.625 4.892 0.06
C -3.164 -1.046 0.140 -0.26
S -2.533 -0.554 1.693 0.95
O -1.148 0.122 1.369 -0.63
C -3.495 0.903 1.818 -0.24
H -4.187 -1.021 0.156 0.02
H -2.979 -1.912 -0.407 0.04
H -2.873 -0.162 -0.542 0.07
H -3.402 1.570 1.143 -0.02
H -3.153 1.391 2.700 0.07
H -4.577 0.512 1.776 0.11
C -0.138 -3.076 -1.792 -0.23
S 1.493 -2.510 -1.283 0.93
O 1.335 -1.315 -0.323 -0.62
C 1.813 -3.904 -0.206 -0.26
H -0.604 -3.539 -0.814 0.11
H 0.031 -3.743 -2.504 0.00
H -0.802 -2.283 -2.028 0.02
H 1.209 -4.138 0.585 0.02
H 2.747 -3.792 0.105 -0.01
H 1.954 -4.998 -0.765 0.15
C 1.822 3.212 -1.125 -0.26
S 2.256 2.929 0.565 0.84
O 1.596 1.645 0.778 -0.59
C 3.905 2.563 0.253 -0.31
H 0.924 3.935 -0.918 0.08
H 1.760 2.283 -1.754 0.09
H 2.501 3.900 -1.514 0.02
H 4.407 3.567 0.047 0.08
H 4.103 1.752 -0.593 0.12
H 4.335 2.193 1.241 0.08
C -1.736 2.744 -2.330 -0.26
S -1.026 1.202 -2.904 0.87
O -0.534 0.555 -1.632 -0.63
C -2.514 0.421 -3.396 -0.27
H -1.105 3.242 -1.647 0.00
H -2.722 2.653 -1.636 0.12
H -1.812 3.443 -3.232 0.09
H -2.812 0.678 -4.409 0.07
H -3.337 0.672 -2.738 0.05
H -2.359 -0.638 -3.548 0.06
```

As for the energy above the lowest of the compared OMol25 structures with the same formula, charge and spin: 0.0 kcal per mole. Its multiplicity is 1. As for the charge: +1. The calculation puts the highest occupied orbital energy at -11.87 eV.



The following is a quantum chemistry calculation of a cluster of 5 separate species, C10H30O10 in total at a distorted geometry, from the Open Molecules 2025 dataset.

The geometry in XYZ format:
```
50
Properties=species:S:1:pos:R:3:lowdin_charge:R:1
C 1.893 -0.357 4.661 -0.05
C 2.885 -0.184 3.523 -0.17
O 2.507 0.719 2.525 0.03
O 0.826 -1.285 4.251 0.22
H 1.536 0.573 5.105 0.17
H 2.283 -0.991 5.457 0.15
H 3.033 -1.184 3.114 0.14
H 3.861 0.086 3.927 0.16
H 1.607 0.600 2.214 0.07
H 0.457 -0.950 3.430 0.05
C -2.851 1.615 1.192 -0.19
C -1.953 2.240 0.090 -0.20
O -0.566 2.431 0.403 -0.07
O -2.538 0.240 1.367 -0.08
H -3.910 1.530 0.946 0.13
H -2.736 2.106 2.158 0.12
H -2.374 3.217 -0.150 0.13
H -2.183 1.625 -0.780 0.13
H -0.521 3.131 1.058 0.10
H -3.342 -0.172 1.042 0.11
C -1.554 -3.590 -1.818 -0.23
C -3.021 -3.820 -1.423 -0.25
O -4.010 -3.551 -2.411 -0.06
O -1.009 -4.552 -2.740 -0.05
H -0.959 -3.661 -0.907 0.10
H -1.560 -2.549 -2.141 0.11
H -3.255 -3.276 -0.508 0.10
H -3.198 -4.856 -1.132 0.12
H -4.071 -2.618 -2.629 0.08
H -0.934 -4.182 -3.623 0.09
C 2.083 2.176 -3.310 -0.24
C 1.433 3.335 -2.582 -0.30
O 1.118 4.410 -3.370 -0.03
O 3.366 2.570 -3.749 -0.07
H 1.544 1.956 -4.232 0.13
H 2.196 1.307 -2.662 0.11
H 1.920 3.663 -1.664 0.12
H 0.508 2.844 -2.280 0.10
H 1.889 4.906 -3.655 0.10
H 3.984 2.684 -3.023 0.09
C 0.531 -1.453 1.012 -0.19
C 1.123 -0.841 -0.190 -0.22
O 0.194 -0.029 -0.900 -0.04
O -0.114 -0.537 1.919 -0.10
H 1.306 -1.966 1.582 0.12
H -0.245 -2.178 0.770 0.12
H 1.623 -1.605 -0.785 0.14
H 1.961 -0.226 0.140 0.12
H 0.157 0.910 -0.702 0.04
H -0.921 -0.262 1.478 0.05
```

As for the energy above the lowest of the compared OMol25 structures with the same formula, charge and spin: 13.5 kcal per mole. Its multiplicity is 2. As for the expectation value of S²: 0.755. As for the charge: +1. The calculation puts the highest occupied orbital energy (alpha / beta) at -11.81 / -11.80 eV.



The following is a quantum chemistry calculation of a cluster of 5 separate species, C10H30O5 in total at a distorted geometry, from the Open Molecules 2025 dataset.

The geometry in XYZ format:
```
45
Properties=species:S:1:pos:R:3:lowdin_charge:R:1
C -16.535 5.466 -25.488 -0.07
C -16.084 4.154 -24.721 -0.30
O -14.698 3.974 -24.923 -0.08
H -16.040 6.315 -25.017 0.07
H -17.622 5.527 -25.424 0.05
H -16.246 5.392 -26.537 0.07
H -16.617 3.290 -25.115 0.11
H -16.290 4.294 -23.659 0.09
H -14.224 3.390 -24.326 0.08
C -15.520 9.022 -17.274 -0.04
C -16.790 9.029 -18.029 -0.21
O -16.607 8.668 -19.364 0.27
H -15.727 9.474 -16.305 0.11
H -14.709 9.506 -17.818 0.11
H -15.189 7.995 -17.121 0.11
H -17.291 9.990 -17.907 0.18
H -17.448 8.302 -17.553 0.19
H -17.470 8.638 -19.784 0.07
C -21.305 9.906 -20.158 -0.05
C -20.263 8.900 -19.580 -0.26
O -19.101 9.005 -20.351 -0.11
H -22.222 9.818 -19.575 0.08
H -21.645 9.569 -21.137 0.06
H -21.087 10.963 -20.313 0.08
H -20.602 7.878 -19.747 0.12
H -20.045 9.046 -18.522 0.11
H -19.297 8.660 -21.225 0.05
C -22.127 8.885 -24.368 -0.07
C -21.162 8.940 -25.628 -0.26
O -19.814 8.778 -25.224 -0.09
H -21.747 9.562 -23.602 0.06
H -22.250 7.898 -23.922 0.07
H -23.157 9.205 -24.526 0.08
H -21.315 9.938 -26.039 0.11
H -21.534 8.173 -26.307 0.11
H -19.230 9.016 -25.948 0.10
C -18.567 5.740 -21.657 -0.05
C -18.738 6.596 -22.896 -0.32
O -19.702 7.578 -22.678 -0.09
H -19.422 5.096 -21.454 0.09
H -18.442 6.453 -20.842 0.05
H -17.693 5.089 -21.644 0.07
H -19.078 6.013 -23.752 0.11
H -17.807 7.054 -23.230 0.11
H -19.759 8.070 -23.500 0.04
```

As for the energy above the lowest of the compared OMol25 structures with the same formula, charge and spin: 0.0 kcal per mole. Its multiplicity is 2. As for the expectation value of S²: 0.754. As for the charge: +1. The calculation puts the highest occupied orbital energy (alpha / beta) at -12.15 / -12.15 eV.